Molecular formula: H5NO3
Method: DFT, ωB97M-V with the def2-TZVPD basis set

Structure (XYZ):
```
9
Properties=species:S:1:pos:R:3:lowdin_charge:R:1
H -0.559 1.386 -1.074 0.10
H -2.020 0.068 0.366 0.13
H 0.440 -0.988 -0.739 0.03
H 2.087 -0.484 1.345 0.07
H 0.698 0.277 1.323 0.06
N 1.122 -0.608 1.023 -0.02
O -1.412 0.961 -1.317 -0.08
O -1.534 -0.118 -0.486 -0.14
O 1.179 -0.496 -0.442 -0.15
```

Gap between HOMO and LUMO ... 10.740 eV
Net charge ... 0
Multiplicity ... 1
Energy relative to the best compared isomer or geometry (same formula, charge and spin) ... 2.3 kcal per mole